No. 1
Molecular formula: C25H48Cl3N4O3SSiTi
Method: DFT, the ωB97M-V functional and the def2-TZVPD basis

XYZ file:
```
86
Properties=species:S:1:pos:R:3:forces:R:3
C -0.503755 5.208614 -3.033497 -0.263 -0.016 -0.437
C 0.291171 4.585330 -1.891747 1.303 -0.866 -0.487
H -0.101372 6.192991 -3.356987 -0.194 -0.541 0.577
H -1.545144 5.327586 -2.691543 0.161 0.109 -0.344
H -0.491806 4.599836 -3.961282 -0.149 0.019 0.578
C 1.099300 5.416821 -1.087943 1.299 -0.173 0.440
C 0.821132 6.816497 -0.633274 0.010 0.612 0.035
H 2.084238 5.089327 -0.728859 -0.576 -0.358 -0.272
H -0.106068 6.956288 -0.038861 0.134 -0.027 -0.112
H 0.796789 7.615746 -1.405663 -0.141 -0.195 -0.044
H 1.659926 7.122214 0.027336 -0.477 -0.115 -0.212
Ti -0.948006 -1.233664 0.338828 -0.409 -0.481 1.190
Cl -0.574555 -2.029299 -1.848713 -0.111 -0.252 -0.328
Cl -3.120392 -1.276921 1.261365 -0.460 0.106 -0.113
H -2.092470 -5.026472 2.495696 -0.256 0.195 -0.237
H -3.002678 -6.043518 -0.987112 -0.295 0.111 0.146
C -3.021708 -4.776701 1.965459 -0.014 0.289 -0.044
C -3.599324 -5.289057 -0.453677 0.141 -0.035 -0.555
N -2.766787 -4.602506 0.529410 0.839 0.060 -0.119
H -3.467231 -3.872483 2.406488 0.209 -0.275 -0.225
C -1.726572 -3.918366 0.087033 0.184 0.737 2.133
O -1.016940 -3.190413 0.891766 -0.625 -2.378 -1.617
H -4.005737 -4.578867 -1.195469 0.139 -0.272 0.430
H -1.525583 -3.962906 -0.994522 -0.008 0.126 0.448
H -3.704840 -5.615262 2.041699 -0.083 -0.025 0.235
H -4.417302 -5.773921 0.066829 -0.066 -0.028 -0.087
H -1.911079 3.531277 0.931257 0.364 -0.449 0.443
H 0.918897 4.324651 2.108949 -0.338 -0.225 0.063
C -1.764203 3.121241 1.953664 -0.260 0.116 -0.084
C 0.510634 3.567672 2.799286 0.791 0.344 -0.243
N -0.396192 2.628776 2.150529 -0.261 -1.421 0.572
H -2.505281 2.330931 2.168827 0.448 0.254 -0.120
C -0.014391 1.321152 2.171477 -0.944 0.046 0.017
O -0.729918 0.280390 2.118422 0.620 1.645 -0.322
H 1.352238 3.002231 3.227547 -0.259 0.351 -0.090
H 1.082190 1.254059 2.230918 -0.187 -0.240 0.183
H -1.895889 3.963577 2.655200 -0.170 -0.460 -0.232
H -0.009966 4.106626 3.599344 0.062 -0.292 -0.050
O -0.564018 3.510173 -1.204423 -1.402 -0.395 1.626
C 0.517944 2.997258 -1.910514 0.266 2.171 -0.454
C 2.194184 2.660879 0.016640 0.557 -0.364 0.384
C 1.741763 2.385230 -1.281683 0.661 -0.609 -0.054
H 1.638848 3.362447 0.622215 -0.057 -0.119 -0.227
C 3.371536 2.087694 0.553872 -0.319 -0.017 -0.201
H 0.080135 2.460279 -2.749000 0.901 -0.249 -0.527
C 2.579921 1.510589 -2.022967 -0.053 -0.001 -0.347
H 3.643958 2.258579 1.601576 -0.142 0.229 -0.384
C 4.197701 1.260449 -0.212332 -0.120 0.172 -0.083
C 3.787542 0.990310 -1.519408 -0.299 -0.013 -0.104
H 2.294188 1.239323 -3.053955 0.088 0.180 0.584
H 5.158147 0.862678 0.172646 -0.772 0.276 -0.182
H 4.420786 0.339436 -2.140217 -0.370 0.368 0.055
Si -3.800201 1.251545 -1.361111 -0.167 -2.252 0.846
Cl -1.175265 0.724974 -0.674286 -1.992 2.799 -1.548
C -4.965488 1.564446 0.071753 0.115 0.431 0.511
C -4.195394 -0.527080 -1.816799 0.049 -0.492 -0.596
C -4.006434 2.340831 -2.802305 0.362 0.953 -0.444
H -4.541650 2.105617 0.925797 -0.146 -0.058 -0.192
H -5.390938 0.615848 0.441579 0.548 0.323 -0.190
H -5.813836 2.152971 -0.313779 0.313 0.059 -0.028
H -4.143861 3.391596 -2.522432 0.207 -0.163 -0.070
H -4.922390 2.022416 -3.325314 0.173 -0.144 0.282
H -3.181620 2.267291 -3.515912 -0.037 0.068 0.099
H -3.353410 -1.224392 -1.730429 -0.128 0.250 -0.083
H -4.560451 -0.584733 -2.856368 0.269 0.131 0.164
H -5.007849 -0.936506 -1.196460 0.358 0.346 0.027
C 5.593267 -3.532038 -0.841805 0.005 -0.176 0.010
C 4.630519 -3.079399 0.242568 -0.083 -0.086 -0.019
N 3.415570 -2.433361 -0.304167 0.004 0.333 0.717
C 2.355229 -2.277588 0.524657 -0.318 1.316 -0.800
S 1.416136 -0.834740 0.456299 1.822 -0.625 0.110
N 2.078437 -3.275591 1.387202 -0.974 -0.030 0.733
C 1.833220 -4.617061 0.840149 0.364 -0.156 -0.365
C 1.256147 -5.495175 1.935253 0.086 -0.076 -0.124
H 5.092253 -4.145164 -1.606795 0.139 0.247 0.244
H 6.364704 -4.146693 -0.361152 -0.055 0.159 -0.226
H 6.087351 -2.677062 -1.320916 -0.156 -0.222 0.023
H 4.276978 -3.924836 0.839283 0.384 0.209 -0.154
H 5.153589 -2.392259 0.935207 -0.330 -0.140 -0.271
H 3.565585 -1.650842 -0.949851 -0.193 -0.278 0.407
H 1.392043 -3.005750 2.111008 0.428 -0.121 -0.901
H 1.148103 -4.558687 -0.033099 0.328 0.047 0.478
H 2.799649 -4.995951 0.464418 -0.532 -0.167 0.183
H 0.224714 -5.198461 2.165309 0.268 -0.033 -0.024
H 1.260169 -6.532783 1.596094 -0.083 0.024 0.148
H 1.863378 -5.414013 2.844311 -0.124 -0.099 -0.144
```
Positions in Å, forces in eV/Å.

The expectation value of S² is 0.7549. Its energy above the lowest of the compared OMol25 structures with the same formula, charge and spin is 159.9 kcal per mole. Its multiplicity is 2. The molecular weight comes out at 667.06 g mol⁻¹. For the largest force on an atom, the calculation gives 3.768 eV/A.


No. 2
Molecular formula: C25H48IrP2
Method: DFT, the ωB97M-V functional and the def2-TZVPD basis

XYZ file:
```
76
Properties=species:S:1:pos:R:3:forces:R:3
Ir -0.527373 0.474506 0.268722 -0.806 0.610 1.373
C 2.349792 -0.842838 1.267264 0.883 1.270 1.769
C 2.443651 0.329343 2.086280 -0.106 -1.638 -1.165
C 0.134131 -0.344034 2.015425 4.285 -1.382 0.804
C 1.067867 -1.415073 1.417972 -1.748 2.231 0.859
C 1.154799 0.656277 2.552453 -1.488 -1.570 -0.101
C 3.485776 -1.478692 0.556775 0.645 -0.654 -0.188
H 4.098675 -0.791467 -0.050571 -0.279 -0.132 0.318
H 3.148907 -2.281881 -0.120667 0.056 0.208 0.247
H 4.183307 -1.943214 1.270970 -0.099 0.028 -0.150
C 0.778853 -2.863960 1.387880 0.386 -0.679 -0.043
H 0.790111 -3.355391 0.400775 0.007 0.369 0.326
H -0.149831 -3.134831 1.891896 0.088 0.109 -0.252
H 1.578901 -3.353174 1.947934 0.136 -0.098 0.072
C -0.974126 -0.825161 2.876126 0.044 0.093 0.648
H -0.588884 -0.796637 3.883616 -0.318 -0.228 0.719
H -1.260015 -1.839890 2.638111 -0.116 -0.040 0.049
H -1.849197 -0.196740 2.807640 -0.292 -0.120 0.246
C 0.882291 1.530398 3.719306 0.575 -0.036 0.531
H 1.806603 1.492267 4.323826 -0.434 0.439 -0.047
H 0.090477 1.128818 4.359317 -0.039 0.055 -0.232
H 0.632133 2.576703 3.503834 0.162 -0.181 -0.094
C 3.725022 0.906158 2.579300 0.658 0.586 0.134
H 4.111195 0.231331 3.357830 0.102 0.160 -0.163
H 3.659038 1.904776 3.043961 -0.346 -0.391 -0.191
H 4.517785 1.018944 1.823490 -0.331 -0.294 0.002
C -0.201456 0.490503 -1.714857 -0.104 -0.045 -2.488
C 1.059134 0.130223 -1.109418 -0.911 0.824 0.304
C 2.139557 1.165648 -0.968499 0.884 0.641 0.091
C 1.799473 2.414498 -0.097686 0.549 -0.631 -0.507
C 0.438733 2.424005 0.494468 -1.198 0.502 0.180
C -0.764955 2.678070 -0.264886 1.406 0.571 0.361
C -0.657626 2.988624 -1.720472 -0.244 -0.379 -0.359
C -0.339185 1.741510 -2.572954 0.247 0.085 -0.040
H 2.509169 1.526248 -1.943037 -0.113 -0.270 0.050
H 1.963020 3.293726 -0.709222 0.084 0.471 -0.050
H 2.995105 0.682351 -0.482530 -0.247 0.229 -0.417
H 0.619456 1.946072 -3.077642 -0.388 -0.285 -0.163
H -1.032205 -0.221758 -1.792756 0.892 0.091 -0.823
H 1.464508 -0.870091 -1.181169 -0.046 -0.138 0.567
H -1.123932 1.594549 -3.338108 0.382 0.064 0.211
H -1.595681 3.434996 -2.023933 0.046 0.263 -0.397
H -1.417355 3.360957 0.247656 -0.529 -0.004 0.212
H 0.110258 3.737246 -1.891456 0.164 0.262 0.013
H 2.496129 2.455036 0.740924 0.175 0.093 -0.248
H 0.412458 3.014371 1.420433 0.023 -0.722 0.073
P 0.228830 -2.157107 -2.476947 -0.833 0.416 -0.548
C 0.179539 -3.932833 -2.072306 -0.220 0.035 -0.073
H 0.276777 -4.452621 -3.036269 -0.134 -0.159 0.271
H -0.776461 -4.183106 -1.558339 0.734 0.154 -0.411
H 1.045069 -4.190390 -1.436813 -0.429 0.092 -0.324
C -1.178068 -1.648622 -3.531843 -0.085 -0.352 -0.501
H -1.205311 -2.297020 -4.415582 -0.156 -0.029 0.057
H -1.033819 -0.601537 -3.869761 0.062 -0.763 0.287
H -2.132215 -1.722294 -2.980666 0.510 -0.046 -0.282
C 1.721790 -1.814602 -3.424512 0.052 -0.165 0.182
H 1.691528 -0.760785 -3.737985 0.133 -0.395 0.118
H 1.708227 -2.484960 -4.285876 0.217 0.081 -0.123
H 2.600693 -2.022507 -2.789978 -0.268 0.174 -0.408
P -2.905386 0.901650 0.311105 -0.556 -0.627 -0.699
C -2.720996 1.863980 1.862627 -0.951 0.370 0.486
H -2.802954 2.941464 1.654014 -0.033 -0.367 0.416
H -1.737729 1.637393 2.356359 -0.920 0.453 -0.673
H -3.546140 1.518634 2.530088 0.586 0.552 -0.270
C -3.525230 1.685035 -1.234745 -0.565 0.752 0.375
H -2.964102 2.593406 -1.477868 -0.399 -0.415 0.165
H -4.585096 1.955613 -1.104428 0.271 -0.085 -0.227
H -3.433170 0.994954 -2.095791 -0.003 0.100 0.637
C -4.364476 -0.214215 0.706768 0.081 0.232 -0.053
H -5.307489 0.352806 0.600357 0.333 -0.204 0.088
H -4.283571 -0.567481 1.746377 -0.008 0.009 -0.387
H -4.396792 -1.084184 0.026986 0.062 0.458 0.314
C -1.541434 -1.490633 0.019562 0.180 -0.450 -0.126
H -2.253958 -1.716529 0.813916 0.109 -0.150 -0.016
H -0.817330 -2.294696 -0.020082 -0.026 -0.223 0.044
H -2.105227 -1.582130 -0.902689 -0.440 0.215 -0.358
```
Positions in Å, forces in eV/Å.

The expectation value of S² is 6.0241. As for the total charge: +1. Its multiplicity is 5. The molecular weight comes out at 602.82 g mol⁻¹. For the largest force on an atom, the calculation gives 4.573 eV/A. The total energy is -1767.82155 a.u.


No. 3
Molecular formula: C25H48N2O7S
Method: DFT, the ωB97M-V functional and the def2-TZVPD basis

XYZ file:
```
83
Properties=species:S:1:pos:R:3:forces:R:3
C 0.511767 -6.195688 -0.593285 0.110 0.272 0.151
C 1.096431 -4.874076 -0.872558 -0.558 -0.250 -0.552
C 0.383241 -4.005312 -1.929983 0.679 -0.871 0.338
C 1.271682 -3.592762 -3.152645 0.859 2.187 2.681
O 2.325879 -4.411243 -3.547289 -1.767 -0.444 -0.205
C 1.899196 -5.726186 -3.894259 0.514 -1.869 -1.327
C 1.184952 -5.822850 -5.287884 -0.490 1.247 0.843
C 2.010248 -2.251989 -2.752918 -1.588 -0.200 -0.556
O 2.254971 -1.614271 -4.036524 -0.861 -0.295 -0.701
S 0.968893 -1.898298 -5.015639 -1.397 0.512 -1.508
O 1.503474 -2.304282 -6.319532 -0.947 0.637 2.824
O -0.125253 -0.905044 -4.993187 2.980 -1.806 0.258
O 0.329655 -3.141110 -4.124787 1.348 0.356 -1.392
H -0.417994 -6.252244 -0.003533 0.589 -0.180 -0.209
H 0.953807 -7.115318 -1.006895 -0.392 0.409 0.196
H 1.978338 -4.540305 -0.299759 -0.620 0.126 -0.411
H -0.514708 -4.536267 -2.307940 0.499 0.261 0.309
H 0.045411 -3.073567 -1.426243 0.036 -0.506 -0.452
H 1.263581 -6.217442 -3.132848 0.331 0.637 -0.074
H 2.824703 -6.337851 -3.962094 -0.416 0.566 0.236
H 1.435177 -4.890995 -5.840246 -0.004 -0.837 -0.001
H 1.437908 -6.726079 -5.863709 -0.026 0.393 0.355
H 0.089163 -5.769919 -5.101713 0.608 -0.213 -0.407
H 1.290861 -1.563863 -2.263725 0.609 -0.607 0.332
H 2.916534 -2.480754 -2.174918 -0.156 0.493 -0.610
C -2.420574 0.916259 0.886267 -0.147 0.205 0.233
C -2.357105 -0.512418 0.304685 0.099 2.060 -0.482
C -3.685961 -0.893694 -0.369051 -0.362 -0.322 0.191
C -4.798061 -1.223233 0.620318 0.085 -0.020 -0.112
C -4.333348 -2.313429 1.579114 -0.070 0.105 -0.470
C -3.027869 -1.950162 2.301142 -0.792 0.354 2.065
N -1.961971 -1.481477 1.366679 -0.669 -2.401 -1.996
O -1.465090 -2.544320 0.773458 0.558 0.610 0.581
C -3.336073 -0.875581 3.366053 -0.122 0.376 0.023
C -2.563084 -3.162148 3.127169 0.433 -0.253 -0.473
C -1.304126 -0.393480 -0.813024 0.321 -0.628 0.172
H -1.422229 1.352286 0.961392 -0.011 -0.085 0.016
H -3.006000 1.567332 0.233745 0.078 -0.082 -0.099
H -2.863948 0.997123 1.872059 -0.047 -0.109 -0.011
H -3.535126 -1.760672 -1.019637 0.168 -0.061 0.091
H -4.014442 -0.082263 -1.024993 0.249 0.047 0.077
H -5.105175 -0.322551 1.159361 0.037 -0.024 0.046
H -5.678016 -1.568749 0.071482 0.007 0.035 0.048
H -5.121126 -2.506918 2.311703 0.200 -0.008 0.174
H -4.203015 -3.244198 1.017628 0.161 0.027 0.001
H -2.418630 -0.430467 3.757391 -0.013 -0.004 -0.085
H -3.869109 -1.310684 4.213637 0.081 -0.188 -0.120
H -3.985564 -0.078640 3.006096 0.115 0.013 -0.051
H -2.425990 -4.056357 2.519093 0.112 0.136 -0.084
H -3.305752 -3.412672 3.885918 -0.089 0.233 -0.086
H -1.623346 -2.948474 3.641172 -0.005 0.013 -0.062
H -0.314370 -0.178438 -0.399778 -0.066 -0.034 0.046
H -1.565376 0.424211 -1.486881 -0.145 0.038 0.178
H -1.229849 -1.296024 -1.421212 -0.079 0.001 0.091
C 3.323858 3.462085 2.575451 0.269 0.206 0.137
C 2.168036 3.511950 1.552686 1.592 -1.173 0.686
C 2.689149 3.868996 0.150401 -0.023 0.445 -0.232
C 3.047662 5.342157 -0.009704 -0.060 -0.122 -0.038
C 1.854395 6.210088 0.372987 0.140 -0.347 -0.294
C 1.330931 5.908377 1.784509 0.665 1.848 1.038
N 1.110191 4.450436 2.019761 -1.450 -0.245 -2.795
O -0.009513 4.118974 1.415111 0.173 -0.043 1.012
C 2.326708 6.486153 2.813423 0.375 -0.059 0.121
C 0.045995 6.720560 2.021869 -0.443 -0.500 -0.175
C 1.679684 2.052543 1.495560 -0.680 0.173 -0.020
H 3.070454 2.815050 3.417655 -0.109 0.039 -0.050
H 4.223161 3.050477 2.112007 -0.104 -0.079 -0.058
H 3.609553 4.418595 2.998163 -0.055 0.052 -0.087
H 1.934508 3.614465 -0.599877 -0.159 0.002 0.137
H 3.564175 3.256210 -0.086670 -0.110 -0.090 0.213
H 3.927869 5.586034 0.592078 -0.043 0.024 0.041
H 3.322683 5.535332 -1.049827 0.021 0.018 0.053
H 2.138061 7.263082 0.299437 -0.131 0.024 0.224
H 1.057430 6.056443 -0.361482 -0.074 -0.097 0.109
H 2.115736 6.117289 3.819643 0.003 -0.051 -0.065
H 2.259437 7.575093 2.849795 -0.189 -0.067 -0.119
H 3.369449 6.278025 2.575775 -0.053 -0.098 0.036
H -0.723551 6.514555 1.278164 0.046 -0.178 0.077
H 0.255765 7.789614 1.964793 0.244 -0.101 0.003
H -0.368808 6.516638 3.011423 0.017 -0.050 -0.038
H 1.240722 1.746018 2.448263 -0.011 0.069 -0.048
H 2.519665 1.386140 1.289043 0.130 0.212 0.060
H 0.939006 1.886172 0.712693 -0.009 0.135 0.053
```
Positions in Å, forces in eV/Å.

The expectation value of S² is 3.0125. Its energy above the lowest of the compared OMol25 structures with the same formula, charge and spin is 139.7 kcal per mole. Its multiplicity is 3. The molecular weight comes out at 520.73 g mol⁻¹. For the largest force on an atom, the calculation gives 3.565 eV/A.